This record from the Open Molecules 2025 dataset describes a molecular structure, C4H10MnO3 at a distorted geometry. The level of theory is ωB97M-V/def2-TZVPD.

Results
expectation value of S²: 8.770
electronic energy: -1534.86887 hartree
net charge: 0
F_max: 0.0946 hartree/bohr
Kohn-Sham gap (spin up / spin down): 0.22822 / 0.25569 hartree
2S+1: 6

```
18
Properties=species:S:1:pos:R:3:lowdin_spin:R:1
C -0.824 -1.758 0.773 0.03
O -1.673 -1.257 -0.302 0.01
C -2.173 0.044 -0.135 0.01
C -1.213 1.157 -0.554 0.02
O -0.060 1.295 0.227 0.12
H -0.287 -2.610 0.319 0.01
H -1.494 -2.223 1.529 0.02
H -2.515 0.202 0.907 0.00
H -3.069 0.127 -0.772 0.00
H -1.789 2.105 -0.560 0.00
H -0.924 0.946 -1.605 0.00
Mn 0.384 -0.146 1.385 4.64
O 2.266 -0.144 0.959 0.07
H 2.975 0.236 1.484 0.01
C 2.469 0.450 -0.581 0.05
H 2.597 1.073 -1.478 0.00
H 3.532 0.680 -0.404 0.00
H 1.799 -0.176 -1.194 0.00
```